{
  "formula": "C55H127F3N5O14Y",
  "method": "wB97M-V/def2-TZVPD",
  "e_tot_ha": -3835.54929,
  "orbital_gap_ev": 0.94,
  "homo_energy_ev": -10.9,
  "e_lumo_ev": -9.92,
  "charge": 2,
  "symbols": ["Y", "C", "O", "O", "C", "F", "F", "F", "C", "C", "H", "H", "H", "H", "H", "H", "O", "H", "H", "O", "H", "H", "O", "H", "H", "O", "H", "H", "O", "H", "H", "C", "C", "C", "C", "C", "C", "N", "O", "C", "C", "C", "H", "H", "H", "H", "H", "H", "H", "H", "H", "H", "H", "H", "H", "H", "H", "H", "H", "H", "H", "C", "C", "C", "C", "C", "C", "N", "O", "C", "C", "C", "H", "H", "H", "H", "H", "H", "H", "H", "H", "H", "H", "H", "H", "H", "H", "H", "H", "H", "H", "C", "C", "C", "C", "C", "C", "N", "O", "C", "C", "C", "H", "H", "H", "H", "H", "H", "H", "H", "H", "H", "H", "H", "H", "H", "H", "H", "H", "H", "H", "C", "C", "C", "C", "C", "C", "N", "O", "C", "C", "C", "H", "H", "H", "H", "H", "H", "H", "H", "H", "H", "H", "H", "H", "H", "H", "H", "H", "H", "H", "C", "C", "C", "C", "C", "C", "N", "O", "C", "C", "C", "H", "H", "H", "H", "H", "H", "H", "H", "H", "H", "H", "H", "H", "H", "H", "H", "H", "H", "H", "C", "C", "C", "O", "H", "H", "H", "H", "H", "H", "H", "H", "C", "C", "C", "O", "H", "H", "H", "H", "H", "H", "H", "H"],
  "coordinates": [[-31.44127, -5.07275, 10.83183], [-26.70061, -1.47987, 13.00536], [-26.69204, -0.92569, 14.32819], [-27.68783, -2.43838, 12.94101], [-26.83727, -0.33760, 11.86371], [-25.80614, 0.51279, 11.98021], [-26.67748, -0.76836, 10.55392], [-28.00970, 0.29887, 11.93099], [-26.33073, -1.74823, 15.47946], [-26.04938, -0.76113, 16.63499], [-25.20428, -0.11229, 16.40497], [-26.90352, -0.10606, 16.80654], [-25.78643, -1.37452, 17.49680], [-25.39633, -2.30173, 15.38657], [-27.19258, -2.39238, 15.65377], [-25.76613, -2.01294, 12.83019], [-32.33402, -2.34395, 17.80042], [-32.78954, -2.01619, 18.57587], [-32.04137, -1.55573, 17.34294], [-30.77570, 1.17637, 15.36520], [-29.85183, 0.94187, 15.45300], [-30.78369, 2.13325, 15.38844], [-29.52168, -0.69291, 5.51365], [-28.82374, -0.34164, 6.06657], [-29.06620, -1.05703, 4.75457], [-29.00406, -5.01986, 7.60753], [-29.10641, -5.59819, 6.85169], [-28.15166, -4.60412, 7.47791], [-33.04766, -1.78140, 12.50364], [-32.66411, -0.98990, 12.88135], [-33.96017, -1.54803, 12.33306], [-22.86568, 1.52253, 4.42883], [-21.86140, 1.96194, 3.29601], [-20.46881, 1.24168, 3.55342], [-19.49848, 1.36952, 2.39476], [-20.17096, 0.95822, 1.05679], [-21.62449, 1.38206, 0.77766], [-22.37047, 1.45858, 2.07428], [-23.66187, 1.89536, 1.93849], [-21.51347, 2.64121, -0.07043], [-22.25406, 0.32947, -0.20669], [-21.65803, 3.48454, 3.31172], [-22.43203, 1.70966, 5.41119], [-22.89061, 0.43739, 4.32898], [-23.84207, 2.00666, 4.44831], [-19.99965, 1.63263, 4.45627], [-20.57958, 0.16331, 3.66725], [-18.54308, 0.86880, 2.55157], [-19.33807, 2.42879, 2.19393], [-20.12164, -0.13026, 1.02739], [-19.58971, 1.26705, 0.18795], [-20.93791, 3.39057, 0.47297], [-20.94044, 2.46373, -0.98051], [-22.49994, 2.99301, -0.37243], [-23.01496, 0.68695, -0.90047], [-21.56348, -0.18228, -0.87700], [-22.73667, -0.47080, 0.35434], [-20.95157, 3.81711, 2.55119], [-21.47467, 3.83198, 4.32846], [-22.54359, 4.09313, 3.12872], [-23.47665, 2.83732, 1.93981], [-29.23392, 7.86841, 16.55205], [-29.13005, 6.41956, 16.82750], [-28.43588, 6.15296, 18.12876], [-29.21534, 6.51423, 19.37623], [-30.54275, 5.77952, 19.30571], [-31.40619, 6.01833, 18.04437], [-30.48732, 5.73000, 16.91278], [-31.17020, 5.72444, 15.66124], [-32.54415, 4.91844, 18.04496], [-32.03483, 7.41116, 18.06583], [-28.23102, 5.65605, 15.73991], [-29.17873, 8.48440, 17.44961], [-30.08859, 8.18624, 15.95486], [-28.34625, 8.17624, 15.99944], [-27.96235, 5.18623, 18.29990], [-27.60750, 6.85931, 18.18315], [-29.31079, 7.59024, 19.52181], [-28.76064, 6.18370, 20.31009], [-31.16756, 6.04799, 20.15755], [-30.36208, 4.73002, 19.53813], [-32.08810, 3.95512, 18.27328], [-33.36794, 5.04239, 18.74789], [-32.97050, 4.81393, 17.04727], [-31.38224, 8.27975, 17.97768], [-32.59371, 7.63069, 17.15613], [-32.54675, 7.58200, 19.01285], [-27.33300, 6.19463, 15.43728], [-28.89293, 5.37139, 14.92202], [-27.85263, 4.68586, 16.06186], [-31.60313, 6.58004, 15.61522], [-15.41155, -2.52493, 10.36935], [-16.56317, -1.61668, 10.98132], [-17.85799, -1.85522, 10.07227], [-19.13460, -1.27811, 10.60866], [-19.33833, -1.81921, 12.01801], [-18.23780, -1.54208, 13.00820], [-16.95973, -2.03177, 12.32339], [-15.89916, -1.94692, 13.15916], [-18.33171, -0.08736, 13.40180], [-18.50858, -2.40096, 14.28295], [-16.07804, -0.14531, 10.84072], [-15.71121, -3.57235, 10.33428], [-14.41984, -2.52896, 10.82166], [-15.19539, -2.14002, 9.37274], [-17.72549, -1.43068, 9.07713], [-17.96835, -2.93895, 10.03437], [-20.01565, -1.44240, 9.98828], [-19.06871, -0.19193, 10.54565], [-19.45053, -2.87886, 11.78859], [-20.30653, -1.50644, 12.40899], [-19.15739, 0.09496, 14.08963], [-17.47185, 0.22131, 13.99633], [-18.36535, 0.63123, 12.58290], [-19.44252, -2.32417, 14.83969], [-18.33349, -3.46142, 14.10165], [-17.72990, -2.08661, 14.97789], [-15.77793, 0.26635, 9.87710], [-15.23011, 0.04673, 11.49816], [-16.87850, 0.55057, 11.09193], [-15.80682, -2.83638, 13.50833], [-16.49823, 0.80486, 21.20618], [-17.65777, 0.49080, 22.08222], [-18.78444, 1.28808, 21.36989], [-20.16511, 0.74326, 21.86150], [-20.38976, -0.77921, 21.73136], [-19.25311, -1.60945, 22.42219], [-17.91942, -0.98663, 22.13809], [-16.81982, -1.62952, 22.59586], [-19.52955, -1.68951, 23.95298], [-19.28003, -3.03626, 21.76229], [-17.45907, 1.07850, 23.52380], [-16.16731, 1.84284, 21.17178], [-16.52372, 0.34592, 20.21783], [-15.63319, 0.25450, 21.57619], [-18.69411, 2.33918, 21.64397], [-18.73568, 1.23320, 20.28237], [-20.93033, 1.24367, 21.26811], [-20.23814, 1.09140, 22.89182], [-20.61350, -1.13971, 20.72733], [-21.27778, -1.02839, 22.31225], [-18.82258, -2.39273, 24.39318], [-19.38385, -0.71744, 24.42409], [-20.51583, -2.06768, 24.22194], [-19.08253, -2.99661, 20.69107], [-18.61134, -3.76345, 22.22289], [-20.31570, -3.36103, 21.86232], [-16.68673, 0.54074, 24.07371], [-18.36031, 1.08401, 24.13685], [-17.21450, 2.13664, 23.61666], [-16.86848, -1.42968, 23.53357], [-28.70569, 10.63434, 7.19729], [-27.83022, 9.65659, 6.32630], [-26.38980, 9.45057, 6.86655], [-26.25506, 8.49904, 8.06818], [-26.77739, 7.14779, 7.58551], [-28.27702, 7.22574, 7.06227], [-28.44189, 8.31657, 6.08413], [-29.73368, 8.38787, 5.57096], [-28.63157, 5.88533, 6.38293], [-29.07770, 7.46245, 8.37770], [-27.67914, 10.29007, 4.90956], [-29.73834, 10.56529, 6.85529], [-28.38324, 11.67536, 7.17753], [-28.57527, 10.39090, 8.25172], [-25.79911, 8.96454, 6.09004], [-25.93634, 10.43725, 6.96109], [-26.70627, 8.84672, 8.99750], [-25.23279, 8.33564, 8.40932], [-26.65944, 6.44476, 8.41009], [-26.17727, 6.76468, 6.76017], [-29.67325, 5.78316, 6.07866], [-28.02919, 5.78527, 5.48003], [-28.57093, 5.01371, 7.03462], [-28.78048, 8.28137, 9.03278], [-30.09345, 7.80127, 8.17387], [-29.26110, 6.58461, 8.99727], [-27.24042, 11.27774, 5.05144], [-28.62528, 10.28386, 4.36837], [-26.98739, 9.79091, 4.23101], [-30.18374, 8.99864, 6.15919], [-34.30831, 2.74875, 9.21950], [-35.31364, 3.84051, 8.85559], [-36.43218, 3.38241, 7.97082], [-35.86002, 4.40085, 10.02207], [-33.71728, 2.35447, 8.39286], [-34.77178, 1.91819, 9.75192], [-33.56081, 3.24240, 9.84051], [-34.69303, 4.49167, 8.24001], [-37.29891, 2.92813, 8.45094], [-35.96910, 2.61193, 7.35437], [-36.83628, 4.12158, 7.27915], [-36.12596, 3.65493, 10.56472], [-25.62489, -8.77901, 22.16417], [-26.89189, -7.86501, 22.04466], [-26.62451, -6.37121, 21.86025], [-27.52993, -8.24922, 20.80180], [-25.02810, -8.43387, 23.00845], [-24.90607, -8.76029, 21.34499], [-25.92241, -9.79861, 22.40914], [-27.53008, -8.09435, 22.89802], [-27.35868, -5.77136, 21.32241], [-25.75579, -6.22235, 21.21895], [-26.37138, -5.77804, 22.73898], [-28.30275, -7.68503, 20.72408]],
  "mulliken_charge": [0.96, 0.07, -0.23, -0.51, 0.76, -0.23, -0.27, -0.21, -0.28, -1.09, 0.31, 0.26, 0.37, 0.32, 0.30, 0.28, -0.64, 0.32, 0.32, -0.63, 0.30, 0.33, -0.64, 0.31, 0.32, -0.60, 0.32, 0.31, -0.61, 0.31, 0.32, -1.83, 1.12, -1.00, -0.78, -1.26, 1.68, 0.27, -0.46, -1.79, -1.84, -1.62, 0.42, 0.43, 0.34, 0.46, 0.39, 0.40, 0.31, 0.48, 0.41, 0.38, 0.43, 0.46, 0.36, 0.37, 0.46, 0.32, 0.44, 0.46, 0.42, -1.68, 1.80, -1.27, -0.73, -1.28, 1.40, 0.18, -0.39, -1.81, -1.53, -1.81, 0.37, 0.24, 0.42, 0.40, 0.36, 0.31, 0.41, 0.52, 0.39, 0.40, 0.37, 0.37, 0.35, 0.39, 0.41, 0.40, 0.42, 0.36, 0.35, -1.74, 1.28, -1.10, -0.54, -1.33, 1.77, 0.25, -0.45, -1.70, -1.98, -1.52, 0.41, 0.39, 0.40, 0.40, 0.38, 0.39, 0.32, 0.36, 0.47, 0.44, 0.41, 0.26, 0.37, 0.40, 0.49, 0.41, 0.38, 0.27, 0.37, -2.02, 1.44, -1.11, -0.78, -0.95, 1.28, 0.24, -0.38, -1.54, -1.77, -1.64, 0.37, 0.46, 0.46, 0.43, 0.40, 0.39, 0.32, 0.43, 0.42, 0.42, 0.31, 0.42, 0.43, 0.36, 0.41, 0.39, 0.32, 0.44, 0.39, -1.29, 1.20, -1.28, -0.61, -1.19, 1.66, 0.22, -0.40, -1.89, -1.70, -1.85, 0.38, 0.41, 0.31, 0.39, 0.51, 0.35, 0.39, 0.38, 0.38, 0.42, 0.42, 0.39, 0.28, 0.39, 0.40, 0.43, 0.37, 0.41, 0.38, -1.30, 0.41, -1.14, -0.53, 0.38, 0.35, 0.34, 0.25, 0.29, 0.32, 0.30, 0.34, -1.28, 0.52, -1.21, -0.54, 0.36, 0.34, 0.31, 0.20, 0.35, 0.31, 0.32, 0.30]
}